Below is the molecule C5H11NO, with properties calculated with ωB97M-V with the def2-TZVPD basis set.

## Properties
HOMO ... -9.21 eV
Energy ... -8898.474 eV
SMILES ... CC(C)N1O[C@@H]1C
ΔE to the lowest compared entry with this formula, charge and spin ... 311.0 kJ/mol
Kohn-Sham gap ... 10.27 eV

CARTESIAN COORDINATES (ANGSTROEM)
C -0.83 -1.21 -0.77
C -0.91 0.31 -0.58
C -1.64 0.68 0.72
N 0.29 1.17 -0.68
C 1.82 -0.35 0.76
C 1.57 0.79 -0.19
O 1.32 0.59 -1.55
H -0.58 -1.75 0.15
H -1.82 -1.55 -1.09
H -0.11 -1.48 -1.55
H -1.51 0.69 -1.42
H -1.64 1.77 0.86
H -2.68 0.34 0.68
H -1.16 0.21 1.59
H 1.32 -0.12 1.71
H 1.46 -1.31 0.39
H 2.89 -0.44 0.96
H 2.21 1.65 0.01

Here are the natural (NBO) charges for atoms 1 to 2, given in e: -0.6380 -0.0780